Entry 1:
The following is a quantum chemistry calculation of a cluster of 2 separate species, C3H8NO in total at a distorted geometry, from OMol25.

```
13
Properties=species:S:1:pos:R:3:forces:R:3
C 2.8010 -0.0170 -0.7868 -0.427 0.645 -0.705
N 1.8639 0.7534 -0.3000 -0.312 -1.689 1.083
H 3.3488 0.3598 -1.6429 -0.496 -0.428 -0.741
H 3.0010 -1.0325 -0.4509 0.864 0.485 1.168
H 0.9328 0.7256 -0.7739 0.450 1.554 -0.636
H 1.5962 0.5393 0.6633 -0.134 -0.639 -0.077
C -2.7557 0.1031 0.1271 0.326 0.866 -0.424
C -1.7017 -0.0463 0.9007 -0.959 -0.346 0.167
O -0.4864 -0.4819 0.3583 0.267 -0.388 0.204
H -3.6548 0.5856 0.4849 -0.110 -0.423 0.138
H -2.6447 -0.0594 -0.9371 -0.180 -0.028 -0.072
H -1.7871 0.0205 1.9814 0.540 0.240 -0.048
H -0.5132 -1.4502 0.3761 0.169 0.151 -0.056
```
Positions in Å, forces in eV/Å.

Its net charge is +1. The value obtained for the LUMO energy is -7.1 eV. The calculation puts the total energy at -248.71917 Ha. The HOMO energy is -0.499 hartree. The calculation puts the max |F| at 2.0 eV/Å. As for the spin multiplicity: 1. The value obtained for the orbital gap is 6.50 eV. For the relative energy (zero: lowest compared OMol25 entry of this formula, charge and spin), the calculation gives 73.25 kcal per mole.

Entry 2:
The following is a quantum chemistry calculation of the molecule C4H12Si2 at a distorted geometry, from OMol25.

```
18
Properties=species:S:1:pos:R:3:forces:R:3
C -2.2767 0.7352 0.5251 -0.802 -1.476 -2.505
C -1.3451 0.7551 -0.6557 1.073 0.121 -0.612
C 0.0066 0.0889 -0.3684 -1.398 -0.964 0.771
Si -0.1243 -1.8159 -0.1167 -3.379 1.685 1.553
C 1.1013 0.8331 -0.1928 0.184 -0.574 -0.684
Si 2.8814 0.3577 0.0625 -0.409 0.365 2.052
H -2.2308 -0.2681 0.8047 -0.907 -1.878 1.070
H -1.8505 1.2572 1.2845 0.908 1.879 2.280
H -3.2822 1.0451 0.2560 -0.036 0.050 0.240
H -1.1047 1.8055 -0.7101 -0.067 0.533 -1.455
H -1.7610 0.2344 -1.5736 0.219 1.132 0.898
H -1.2623 -2.3850 -0.8491 0.047 0.059 -0.768
H -0.7300 -2.2578 1.2342 1.271 0.368 -0.436
H 1.0844 -2.0664 -0.6411 3.079 -1.767 -0.770
H 0.8841 1.8518 -0.3112 -0.068 1.753 -0.201
H 3.2131 -0.6942 -0.7977 0.553 -1.186 -1.156
H 2.7690 -0.2078 1.4376 0.481 -0.079 -0.019
H 4.0127 1.3537 0.1093 -0.751 -0.021 -0.258
```
Positions in Å, forces in eV/Å.

Its net charge is 0. The value obtained for the LUMO energy is 0.9 eV. The calculation puts the total energy at -738.46706 Ha. The SMILES is CC/C([SiH3])=C/[SiH3]. The HOMO energy is -0.351 hartree. The calculation puts the max |F| at 4.1 eV/Å. As for the spin multiplicity: 1. The value obtained for the orbital gap is 10.46 eV. For the relative energy (zero: lowest compared OMol25 entry of this formula, charge and spin), the calculation gives 48.82 kcal per mole.

Entry 3:
The following is a quantum chemistry calculation of a cluster of 2 separate species, C4H13ClN3OP in total at a distorted geometry, from OMol25.

```
23
Properties=species:S:1:pos:R:3:forces:R:3
C -2.2564 1.0725 -0.3347 0.438 1.974 -1.217
C -1.7215 -1.1977 0.1788 -0.552 0.980 1.105
C 2.2558 1.4605 1.2432 2.640 -2.245 3.565
C 1.5590 -0.8478 1.6422 1.117 1.501 2.231
N -0.4035 -2.0756 -3.9513 -0.998 0.289 1.040
N -1.1810 0.1897 0.0793 0.453 -0.661 -0.869
N 1.2670 0.4474 1.0762 -0.036 -0.840 -0.991
O 0.6867 1.9221 -0.8462 -0.416 0.660 -1.504
P 0.5157 0.5150 -0.4539 -2.240 0.064 2.520
Cl -0.0678 -0.7822 -2.9501 -0.431 -0.061 -0.105
H -3.0845 1.2399 0.3361 0.176 -0.352 1.308
H -1.8954 2.0952 -0.5881 0.168 -0.729 0.394
H -2.8293 0.8033 -1.2187 0.372 -0.786 -0.666
H -2.3768 -1.0919 1.1374 1.203 -1.012 -1.382
H -2.4579 -1.3148 -0.6557 0.822 -0.572 0.425
H -0.9116 -2.0064 0.2283 -1.430 1.190 -0.041
H 2.1853 1.8071 2.3078 0.090 -0.074 -0.676
H 3.3377 0.9947 1.1900 -1.732 1.111 -0.397
H 2.0416 2.2472 0.6217 0.139 1.809 -1.442
H 2.6208 -1.1050 1.4854 -0.323 -0.208 -0.074
H 1.3947 -0.8213 2.7709 0.114 -0.106 -1.315
H 0.9122 -1.5384 1.2085 -0.884 -1.500 -0.509
H 0.4092 -2.0136 -4.5070 1.310 -0.432 -1.399
```
Positions in Å, forces in eV/Å.

Its net charge is 0. The value obtained for the LUMO energy (alpha / beta) is -1.1 / -1.5 eV. The calculation puts the total energy at -1201.09768 Ha. The HOMO energy (alpha / beta) is -0.298 / -0.310 hartree. The calculation puts the max |F| at 5.0 eV/Å. As for the spin multiplicity: 1. The value obtained for the orbital gap (alpha / beta) is 6.97 / 6.94 eV.

Entry 4:
The following is a quantum chemistry calculation of the molecule C4H3ClO2S at a distorted geometry, from OMol25.

```
11
Properties=species:S:1:pos:R:3:forces:R:3
O 1.7701 -1.9261 -1.0221 -2.410 2.411 0.838
C 0.8907 -1.1122 -0.7194 1.752 -1.485 -0.231
C 0.9408 -0.1792 0.5333 0.152 -1.985 -1.556
Cl 2.0912 -0.8740 1.6527 -0.476 1.033 -0.040
C 0.0683 0.8030 0.7491 -0.951 1.586 1.093
C -1.1562 1.2351 -0.1515 0.043 -3.219 -0.345
O -1.7359 -0.0295 -0.5947 2.032 1.072 1.085
S -1.8388 2.6550 -0.5660 1.044 -1.412 0.747
H -0.0980 -1.0763 -1.2708 1.690 -0.217 -0.450
H 0.1085 1.2738 1.7638 -0.024 -0.076 -1.149
H -1.0407 -0.7697 -0.3743 -2.851 2.293 0.009
```
Positions in Å, forces in eV/Å.

Its net charge is 0. The value obtained for the LUMO energy is -1.4 eV. The calculation puts the total energy at -1162.97819 Ha. The SMILES is O=C/C(Cl)=C\C(O)=S. The HOMO energy is -0.359 hartree. The calculation puts the max |F| at 3.7 eV/Å. As for the spin multiplicity: 1. The value obtained for the orbital gap is 8.36 eV. For the relative energy (zero: lowest compared OMol25 entry of this formula, charge and spin), the calculation gives 59.55 kcal per mole.

Entry 5:
The following is a quantum chemistry calculation of the molecule C18H22ClN3O2 at a distorted geometry, from OMol25.

```
46
Properties=species:S:1:pos:R:3:forces:R:3
O -1.8023 0.5626 1.3292 0.157 0.037 0.449
C -1.9319 0.5656 0.1249 0.101 0.082 -0.649
C -0.8497 1.0621 -0.8299 0.215 -0.014 0.448
C 0.5230 1.0083 -0.1679 -0.164 0.129 -0.165
C 1.5905 1.6858 -1.0356 -0.205 -0.031 0.300
C 2.9220 1.5578 -0.4044 0.571 -0.245 -0.213
N 3.8865 0.7646 -0.7514 -0.352 -0.049 -0.271
C 4.8594 1.0268 0.1767 -0.975 0.695 0.241
C 6.1474 0.3643 0.1838 0.563 -0.238 0.070
C 7.0849 0.6537 1.1740 -0.135 -0.084 -0.197
C 8.3115 0.0206 1.1726 0.082 -0.062 -0.030
C 8.6009 -0.9032 0.1777 -0.271 0.120 -0.025
Cl 10.1358 -1.6942 0.1739 0.198 -0.102 0.002
C 7.6771 -1.2010 -0.8134 0.169 -0.027 0.079
C 6.4507 -0.5662 -0.8075 -0.097 0.192 0.181
N 4.4909 1.9393 1.0400 1.212 -0.311 0.378
O 3.2327 2.2926 0.6713 -0.809 0.027 -0.453
N -3.0582 0.1548 -0.4975 -0.340 -0.127 -0.168
C -4.2290 -0.3243 0.2105 -0.096 -0.055 -0.143
C -5.4644 0.4874 -0.1805 0.067 0.009 0.408
C -6.6877 -0.0084 0.5850 -0.086 -0.057 -0.345
C -6.9218 -1.4921 0.3178 0.027 0.026 0.333
C -5.6878 -2.3030 0.7013 -0.085 -0.056 -0.340
C -4.4644 -1.8109 -0.0662 0.034 0.085 0.411
H -1.0938 2.0961 -1.0898 -0.033 0.003 -0.069
H -0.8575 0.4698 -1.7466 -0.046 0.043 -0.066
H 0.4643 1.5008 0.8037 0.025 -0.095 -0.015
H 0.7995 -0.0337 0.0036 0.032 0.016 0.072
H 1.6368 1.2143 -2.0176 0.079 0.098 0.015
H 1.3517 2.7450 -1.1501 -0.018 -0.002 -0.093
H 6.8352 1.3755 1.9352 0.024 0.070 0.106
H 9.0432 0.2374 1.9349 0.073 0.001 0.050
H 7.9203 -1.9218 -1.5782 0.041 -0.060 -0.047
H 5.7145 -0.7798 -1.5664 -0.044 -0.036 -0.073
H -3.1094 0.1717 -1.5039 0.148 0.043 0.055
H -4.0108 -0.1808 1.2736 -0.064 -0.024 -0.115
H -5.2899 1.5438 0.0320 0.048 0.023 -0.073
H -5.6387 0.3813 -1.2551 0.005 0.028 -0.098
H -7.5662 0.5679 0.2883 -0.009 0.040 0.090
H -6.5296 0.1469 1.6541 -0.035 0.048 0.077
H -7.1392 -1.6408 -0.7427 -0.058 -0.027 -0.060
H -7.7855 -1.8394 0.8874 -0.062 -0.030 -0.067
H -5.5047 -2.1999 1.7726 0.007 -0.054 0.087
H -5.8550 -3.3609 0.4896 0.020 -0.026 0.093
H -4.6208 -1.9578 -1.1384 0.031 -0.014 -0.093
H -3.5804 -2.3787 0.2291 0.055 0.009 -0.074
```
Positions in Å, forces in eV/Å.

Its net charge is 0. The value obtained for the LUMO energy is 0.5 eV. The calculation puts the total energy at -1474.07412 Ha. The SMILES is O=C(CCCc1nc(-c2ccc(Cl)cc2)no1)NC1CCCCC1. The HOMO energy is -0.327 hartree. The calculation puts the max |F| at 1.3 eV/Å. As for the spin multiplicity: 1. The value obtained for the orbital gap is 9.42 eV. For the relative energy (zero: lowest compared OMol25 entry of this formula, charge and spin), the calculation gives 2.40 kcal per mole.

Entry 6:
The following is a quantum chemistry calculation of a structure of composition C23H18ClIrN2O3S2, from OMol25.

```
50
Properties=species:S:1:pos:R:3:forces:R:3
Ir 1.1300 -0.4574 0.5748 0.510 0.317 -0.691
C 0.9167 2.6838 0.3316 -0.056 0.080 -0.009
C 0.7935 1.5650 -0.6545 0.149 -0.487 0.379
N -0.2171 0.7078 -0.5173 -0.368 -0.061 -0.372
N -0.6721 0.1383 -1.7117 0.036 -0.137 0.111
C -0.6094 -1.1326 -1.7985 -0.101 0.193 0.109
S 0.2148 -2.1385 -0.6385 -0.146 0.168 0.231
S -1.3238 -1.9933 -3.1465 0.025 -0.078 -0.068
C -2.5391 -0.7769 -3.7429 0.003 0.025 -0.031
C -3.7596 -0.6674 -2.8740 -0.020 0.004 0.000
C -4.7732 -1.6163 -2.9760 0.001 -0.015 0.025
C -5.9028 -1.5339 -2.1783 0.004 -0.008 -0.009
C -6.0327 -0.4972 -1.2643 0.005 0.017 0.007
C -5.0292 0.4539 -1.1582 -0.011 0.002 0.007
C -3.8988 0.3709 -1.9590 0.008 -0.010 -0.036
C 1.6704 1.4700 -1.8256 0.047 0.102 -0.089
C 1.8066 2.4669 -2.7836 -0.037 0.068 -0.048
C 2.6056 2.2646 -3.8939 -0.025 0.034 0.010
C 3.2826 1.0550 -4.0306 -0.014 -0.046 0.040
C 3.1847 0.0671 -3.0691 0.032 0.017 -0.024
C 2.3944 0.2716 -1.9330 0.084 0.168 -0.037
O 2.4367 -0.6191 -0.9517 -0.142 -0.251 0.338
H 0.2297 3.4788 0.0236 0.039 0.008 -0.047
H 1.9261 3.0870 0.3421 0.021 -0.035 0.052
H 0.6137 2.3712 1.3298 -0.030 0.005 -0.006
H -2.8034 -1.1556 -4.7313 0.004 0.004 0.002
H -2.0356 0.1789 -3.8700 0.018 -0.014 0.044
H -4.6724 -2.4301 -3.6851 0.002 -0.003 -0.007
H -6.6836 -2.2776 -2.2711 -0.002 -0.004 0.001
H -6.9146 -0.4302 -0.6405 -0.001 0.000 0.004
H -5.1250 1.2663 -0.4492 -0.001 0.002 0.005
H -3.1118 1.1080 -1.8725 0.010 0.010 0.004
H 1.2516 3.3913 -2.6716 0.004 0.003 -0.003
H 2.6912 3.0306 -4.6520 0.003 0.004 0.001
H 3.9022 0.8849 -4.9020 0.004 -0.011 -0.001
H 3.7227 -0.8669 -3.1573 0.015 0.002 -0.005
Cl 3.0393 -1.3552 8.7166 0.004 -0.001 0.015
C 2.6532 -1.1737 7.0390 -0.004 0.001 -0.016
C 3.2370 -2.0289 6.1147 -0.002 0.005 0.010
C 2.9246 -1.8833 4.7761 -0.012 -0.010 0.006
C 2.0396 -0.8868 4.3751 0.016 -0.009 -0.006
C 1.4631 -0.0347 5.3118 0.017 0.008 -0.005
C 1.7679 -0.1774 6.6531 0.005 -0.009 -0.003
C 1.7118 -0.7396 2.9530 -0.114 0.153 -0.054
O 2.1339 -1.5463 2.0757 0.041 -0.003 -0.104
O 0.9693 0.2343 2.5338 -0.017 -0.209 0.270
H 3.9236 -2.7938 6.4477 0.001 -0.005 0.001
H 3.3611 -2.5366 4.0332 0.001 0.000 -0.003
H 0.7776 0.7329 4.9807 -0.005 0.001 -0.001
H 1.3289 0.4708 7.3977 -0.001 0.004 0.003
```
Positions in Å, forces in eV/Å.

Its net charge is 0. The value obtained for the LUMO energy is -1.2 eV. The calculation puts the total energy at -2583.36332 Ha. The HOMO energy is -0.294 hartree. The calculation puts the max |F| at 0.9 eV/Å. As for the spin multiplicity: 1. The value obtained for the orbital gap is 6.81 eV. For the relative energy (zero: lowest compared OMol25 entry of this formula, charge and spin), the calculation gives 8.51 kcal per mole.

Entry 7:
The following is a quantum chemistry calculation of the molecule C2H5N3OS at a distorted geometry, from OMol25.

```
12
Properties=species:S:1:pos:R:3:forces:R:3
N -2.3000 -0.1095 -0.4160 0.410 -2.127 2.210
C -1.1330 -0.6810 0.1216 -1.084 -1.457 0.536
O -1.1613 -1.7630 0.7257 0.532 2.886 -1.484
N 0.0079 0.1753 -0.0478 -2.021 -1.603 -0.002
C 1.3108 -0.1906 -0.0242 0.422 -0.003 0.650
N 2.0837 0.8875 0.2558 2.888 0.501 1.059
S 1.9406 -1.6634 -0.2990 0.049 -0.506 -0.120
H -2.2713 0.5464 -1.1235 0.180 1.371 -1.527
H -3.1720 -0.6393 -0.2977 0.979 0.357 -0.074
H -0.1344 1.1386 -0.2218 -0.588 0.802 -0.081
H 3.0581 0.5952 0.5318 -1.519 0.609 -0.760
H 1.7710 1.7038 0.7951 -0.249 -0.829 -0.407
```
Positions in Å, forces in eV/Å.

Its net charge is 0. The value obtained for the LUMO energy is 0.5 eV. The calculation puts the total energy at -716.93256 Ha. The SMILES is NC(=O)NC(N)=S. The HOMO energy is -0.310 hartree. The calculation puts the max |F| at 3.3 eV/Å. As for the spin multiplicity: 1. The value obtained for the orbital gap is 8.90 eV. For the relative energy (zero: lowest compared OMol25 entry of this formula, charge and spin), the calculation gives 5.11 kcal per mole.

Entry 8:
The following is a quantum chemistry calculation of a cluster of 2 separate species, C4H14N in total at a distorted geometry, from OMol25.

```
19
Properties=species:S:1:pos:R:3:forces:R:3
C 0.9328 2.0146 3.6461 -0.161 0.459 0.220
N 0.4655 1.3596 2.3809 -0.417 -0.459 -0.155
H 0.1936 2.7521 3.9533 -0.026 -0.041 -0.163
H 1.0137 1.2765 4.4365 0.233 -0.068 -0.107
H 1.8595 2.5408 3.4301 0.094 -0.305 0.194
H 0.7746 1.8801 1.5592 -0.110 -0.022 -0.077
H -0.5528 1.2722 2.3466 -0.053 0.310 -0.022
H 0.7776 0.3915 2.2738 0.437 0.099 0.062
C -0.7508 -0.0834 -2.6898 0.325 0.473 0.072
C -0.0262 -1.0507 -1.7536 -0.937 -0.793 -0.250
C -0.5373 -2.4900 -1.9772 -0.474 -0.052 -0.118
H -0.3210 -0.0825 -3.6839 -0.149 -0.266 -0.322
H -0.7076 0.9563 -2.3761 0.337 0.205 0.272
H -1.8181 -0.2843 -2.7272 -0.046 -0.341 -0.183
H -0.2773 -0.7588 -0.7343 0.312 0.031 0.315
H 1.0486 -1.1018 -1.9138 0.112 0.567 0.225
H -1.6008 -2.4907 -2.2514 0.186 0.083 0.089
H -0.0113 -2.9511 -2.8127 0.032 -0.075 0.042
H -0.4628 -3.1504 -1.1066 0.305 0.195 -0.092
```
Positions in Å, forces in eV/Å.

Its net charge is +1. The value obtained for the LUMO energy is -4.2 eV. The calculation puts the total energy at -215.27865 Ha. The HOMO energy is -0.521 hartree. The calculation puts the max |F| at 1.3 eV/Å. As for the spin multiplicity: 1. The value obtained for the orbital gap is 9.98 eV. For the relative energy (zero: lowest compared OMol25 entry of this formula, charge and spin), the calculation gives 18.99 kcal per mole.

Please write out number 8 again, unchanged.
The following is a quantum chemistry calculation of a cluster of 2 separate species, C4H14N in total at a distorted geometry, from OMol25.

```
19
Properties=species:S:1:pos:R:3:forces:R:3
C 0.9328 2.0146 3.6461 -0.161 0.459 0.220
N 0.4655 1.3596 2.3809 -0.417 -0.459 -0.155
H 0.1936 2.7521 3.9533 -0.026 -0.041 -0.163
H 1.0137 1.2765 4.4365 0.233 -0.068 -0.107
H 1.8595 2.5408 3.4301 0.094 -0.305 0.194
H 0.7746 1.8801 1.5592 -0.110 -0.022 -0.077
H -0.5528 1.2722 2.3466 -0.053 0.310 -0.022
H 0.7776 0.3915 2.2738 0.437 0.099 0.062
C -0.7508 -0.0834 -2.6898 0.325 0.473 0.072
C -0.0262 -1.0507 -1.7536 -0.937 -0.793 -0.250
C -0.5373 -2.4900 -1.9772 -0.474 -0.052 -0.118
H -0.3210 -0.0825 -3.6839 -0.149 -0.266 -0.322
H -0.7076 0.9563 -2.3761 0.337 0.205 0.272
H -1.8181 -0.2843 -2.7272 -0.046 -0.341 -0.183
H -0.2773 -0.7588 -0.7343 0.312 0.031 0.315
H 1.0486 -1.1018 -1.9138 0.112 0.567 0.225
H -1.6008 -2.4907 -2.2514 0.186 0.083 0.089
H -0.0113 -2.9511 -2.8127 0.032 -0.075 0.042
H -0.4628 -3.1504 -1.1066 0.305 0.195 -0.092
```
Positions in Å, forces in eV/Å.

Its net charge is +1. The value obtained for the LUMO energy is -4.2 eV. The calculation puts the total energy at -215.27865 Ha. The HOMO energy is -0.521 hartree. The calculation puts the max |F| at 1.3 eV/Å. As for the spin multiplicity: 1. The value obtained for the orbital gap is 9.98 eV. For the relative energy (zero: lowest compared OMol25 entry of this formula, charge and spin), the calculation gives 18.99 kcal per mole.